The molecule C4H4ClISi in a non-equilibrium geometry, computed with the ωB97M-V functional and the def2-TZVPD basis.

As for the LUMO energy: -0.69 eV. Its HOMO energy is -8.4706 eV. The maximum force is 5.48 eV/Å. The calculation puts the molar mass at 242.5 g mol⁻¹. For the HOMO-LUMO gap, the calculation gives 7.785 eV. The energy above the lowest of the compared OMol25 structures with the same formula, charge and spin is 64.4 kcal/mol. As for the charge: 0.

CARTESIAN COORDINATES (ANGSTROEM)
1 C -0.463 -1.295 -0.095
2 C 1.022 -1.330 -0.097
3 C -1.100 -0.120 0.149
4 C 1.635 -0.175 0.108
5 Si -0.228 1.546 -0.044
6 Cl -2.882 -0.049 -0.009
7 I 3.734 0.095 0.020
8 H -0.892 -2.172 -0.272
9 H 1.428 -2.237 -0.257
10 H -0.636 1.897 -1.431
11 H 0.357 2.634 0.949